DFT (ωB97M-V with the def2-TZVPD basis set) results for the molecule C5H4O2.

The HOMO-LUMO gap (alpha / beta) is 6.8 / 7.4 eV. As for the charge: 0. Its energy above the lowest of the compared OMol25 structures with the same formula, charge and spin is 3.777 eV.

Geometry as XYZ:
```
11
Properties=species:S:1:pos:R:3:nbo_charge:R:1
O 1.46 -1.91 0.40 -0.53
C 0.83 -0.90 0.03 0.03
C -0.34 -0.77 -0.81 -0.11
C -1.03 0.47 -0.59 -0.21
C -0.58 1.10 0.53 -0.26
C 0.52 0.34 1.13 0.53
O 1.08 0.43 2.18 -0.43
H 1.31 -0.19 -0.79 0.26
H -0.65 -1.52 -1.53 0.24
H -1.77 0.88 -1.27 0.23
H -0.78 2.13 0.80 0.24
```

---

DFT (ωB97M-V with the def2-TZVPD basis set) results for a cluster of 15 separate species, C40H116N6O21 in total.

The HOMO-LUMO gap is 8.8 eV. As for the charge: 0. Its energy above the lowest of the compared OMol25 structures with the same formula, charge and spin is 0.000 eV.

Geometry as XYZ:
```
183
Properties=species:S:1:pos:R:3:mulliken_charge:R:1
C -4.66 -4.28 3.32 -0.74
O -4.41 -2.98 2.87 -0.34
C -3.24 -2.88 2.07 -0.09
C -3.09 -1.45 1.62 1.94
N -3.11 -0.58 2.79 -0.58
C -3.03 0.87 2.47 1.08
C -3.03 1.62 3.78 -0.94
O -4.36 1.98 4.10 -0.34
C -4.49 2.94 5.13 -0.83
H -5.17 -4.23 4.28 0.32
H -3.74 -4.86 3.51 0.31
H -5.22 -4.88 2.60 0.16
H -3.36 -3.57 1.23 -0.03
H -2.37 -3.28 2.60 0.42
H -3.91 -1.22 0.93 -1.17
H -2.13 -1.33 1.11 -0.71
H -3.97 -0.72 3.31 0.40
H -3.90 1.09 1.84 0.33
H -2.16 0.98 1.81 -0.67
H -2.48 2.57 3.65 0.44
H -2.57 1.03 4.58 0.37
H -3.78 2.81 5.94 0.33
H -5.48 2.83 5.58 0.27
H -4.41 3.93 4.68 0.28
C -0.66 3.45 -8.05 -0.74
O -0.55 3.18 -6.67 -0.32
C 0.16 1.97 -6.40 -0.92
C 0.53 1.96 -4.94 0.29
N 1.62 2.91 -4.74 -0.42
C 2.04 3.06 -3.34 1.15
C 3.00 4.22 -3.23 -0.91
O 2.32 5.44 -3.43 -0.32
C 3.13 6.58 -3.14 -0.84
H -0.93 2.53 -8.58 0.29
H 0.29 3.81 -8.45 0.30
H -1.40 4.23 -8.20 0.23
H 1.09 1.92 -6.98 0.36
H -0.53 1.17 -6.69 0.49
H 0.76 0.93 -4.66 -0.15
H -0.28 2.34 -4.30 0.12
H 1.35 3.78 -5.19 0.41
H 2.49 2.12 -3.02 -0.37
H 1.13 3.27 -2.77 -0.42
H 3.81 4.19 -3.98 0.49
H 3.52 4.13 -2.27 0.39
H 3.84 6.44 -2.33 0.33
H 2.41 7.39 -3.01 0.24
H 3.69 6.81 -4.06 0.33
C -4.94 -5.52 0.39 -0.92
O -5.52 -4.26 0.66 -0.05
C -6.78 -4.09 0.05 -0.89
C -7.35 -2.70 0.25 -0.51
N -6.69 -1.74 -0.64 -0.39
C -6.97 -0.34 -0.31 -0.65
C -5.95 0.57 -0.99 -0.64
O -4.67 0.03 -0.85 -0.19
C -3.62 0.96 -1.01 -0.71
H -3.93 -5.48 0.79 0.30
H -4.86 -5.66 -0.69 0.33
H -5.54 -6.31 0.84 0.34
H -7.48 -4.76 0.57 0.43
H -6.74 -4.37 -1.01 0.36
H -7.14 -2.37 1.28 0.34
H -8.41 -2.75 0.03 0.38
H -5.68 -1.82 -0.59 0.25
H -6.97 -0.23 0.79 0.32
H -7.95 0.00 -0.68 0.44
H -6.09 1.54 -0.50 0.36
H -6.20 0.72 -2.05 0.43
H -3.64 1.51 -1.96 0.62
H -2.71 0.35 -1.04 0.03
H -3.46 1.59 -0.13 0.16
C 4.83 -7.17 -0.19 -0.90
O 4.31 -6.56 -1.35 -0.20
C 5.16 -6.73 -2.47 -0.68
C 4.80 -5.67 -3.49 -0.70
N 5.02 -4.33 -2.97 -0.19
C 4.69 -3.27 -3.91 -0.60
C 4.99 -1.91 -3.26 -0.90
O 3.95 -1.38 -2.48 -0.11
C 2.76 -1.08 -3.20 -0.03
H 4.19 -7.06 0.68 0.22
H 5.82 -6.75 0.03 0.38
H 4.98 -8.25 -0.36 0.34
H 4.93 -7.70 -2.93 0.39
H 6.21 -6.65 -2.18 0.40
H 3.79 -5.81 -3.92 0.37
H 5.52 -5.75 -4.31 0.41
H 4.38 -4.22 -2.18 0.05
H 3.61 -3.31 -4.12 0.28
H 5.20 -3.43 -4.86 0.54
H 5.32 -1.18 -4.02 0.35
H 5.87 -2.08 -2.63 0.47
H 2.12 -0.53 -2.51 -0.98
H 2.26 -2.00 -3.50 0.49
H 2.96 -0.46 -4.07 0.45
C 2.61 -7.29 5.83 -0.77
O 2.05 -6.11 5.31 -0.23
C 2.34 -5.01 6.18 -0.89
C 1.98 -3.69 5.55 -0.26
N 3.05 -3.32 4.60 -0.48
C 2.50 -2.39 3.60 -0.82
C 3.36 -2.16 2.38 0.46
O 3.75 -3.41 1.83 -0.41
C 4.22 -3.28 0.50 -0.22
H 2.39 -8.08 5.11 0.23
H 2.13 -7.57 6.77 0.31
H 3.69 -7.21 5.97 0.32
H 3.40 -5.06 6.44 0.38
H 1.78 -5.17 7.11 0.55
H 1.86 -2.91 6.30 0.39
H 1.05 -3.89 5.01 0.08
H 3.22 -4.17 4.06 0.40
H 2.25 -1.43 4.07 0.40
H 1.50 -2.72 3.28 -0.02
H 4.27 -1.60 2.65 0.51
H 2.84 -1.57 1.63 0.13
H 3.42 -2.98 -0.18 -0.03
H 4.57 -4.27 0.23 0.06
H 5.03 -2.54 0.47 0.37
C 1.96 4.59 0.47 0.01
O 2.33 5.91 0.76 -0.48
C 1.31 6.64 1.38 -0.68
C 0.12 7.00 0.53 0.35
N -0.98 7.45 1.36 -0.32
C -2.30 7.46 0.77 -0.79
C -2.41 8.44 -0.41 -0.56
O -1.70 9.63 -0.15 -0.34
C -1.86 10.62 -1.13 -0.75
H 2.74 4.11 -0.12 0.05
H 1.09 4.58 -0.21 -0.10
H 1.68 4.08 1.39 0.37
H 1.77 7.56 1.76 0.31
H 0.97 6.14 2.30 0.29
H -0.29 6.19 -0.09 -0.19
H 0.49 7.74 -0.20 0.24
H -0.86 8.42 1.65 0.35
H -3.09 7.64 1.51 0.51
H -2.58 6.49 0.34 0.13
H -3.46 8.66 -0.64 0.51
H -1.94 7.97 -1.29 0.29
H -1.34 11.53 -0.83 0.25
H -2.92 10.85 -1.30 0.29
H -1.43 10.26 -2.07 0.31
O 4.43 0.07 -0.08 -0.41
H 4.18 -0.44 -0.87 0.28
H 5.40 0.04 -0.06 0.27
O 3.30 1.82 2.08 -0.67
H 3.44 1.21 1.34 0.23
H 4.09 2.38 2.08 0.24
O -0.22 -1.85 -3.53 -0.74
H 0.10 -1.00 -3.18 0.14
H -1.16 -1.83 -3.34 0.34
O 0.65 1.99 3.18 -0.75
H 1.51 1.87 2.73 0.26
H 0.27 1.10 3.19 0.38
O -0.23 -0.74 3.05 -0.41
H -0.08 -1.46 2.42 0.04
H -1.20 -0.77 3.23 0.27
O -1.01 3.67 1.80 -0.59
H -1.22 4.38 2.41 0.31
H -0.38 3.08 2.28 0.28
O -1.14 3.05 -1.10 -0.49
H -0.96 3.95 -1.38 0.15
H -1.02 3.06 -0.13 0.16
C 1.31 0.56 0.01 1.71
C 0.04 -0.04 -0.54 0.68
O -0.30 0.49 -1.81 0.44
H 1.14 1.59 0.34 -0.34
H 2.09 0.53 -0.75 -0.47
H 1.69 0.02 0.89 -0.99
H -0.80 0.01 0.16 -0.02
H 0.18 -1.12 -0.66 -0.81
H -0.66 1.37 -1.57 -0.04
C 0.62 -4.06 -0.77 -1.36
C 1.23 -3.56 0.53 0.97
O 0.23 -3.55 1.56 -0.38
H 0.17 -5.06 -0.72 0.51
H 1.31 -4.08 -1.61 0.07
H -0.25 -3.43 -1.00 0.23
H 1.67 -2.57 0.43 -1.16
H 2.04 -4.20 0.89 0.76
H -0.10 -4.45 1.64 0.21
```

---

DFT (ωB97M-V with the def2-TZVPD basis set) results for a cluster of 2 separate species, C25H29BrClF2N3O6 in total.

The HOMO-LUMO gap is 9.2 eV. As for the charge: 0.

Geometry as XYZ:
```
67
Properties=species:S:1:pos:R:3:nbo_charge:R:1
O -5.99 3.54 -2.95 -0.57
C -5.13 2.69 -2.73 0.76
O -4.27 2.76 -1.69 -0.69
C -5.08 1.48 -3.66 -0.17
O -3.76 0.88 -3.73 -0.51
C -2.71 1.61 -4.26 0.40
C -2.89 2.50 -5.33 -0.34
C -1.80 3.17 -5.90 0.01
Cl -2.05 4.27 -7.23 0.02
C -0.52 2.93 -5.42 -0.26
C -0.32 2.05 -4.36 -0.12
C -1.41 1.39 -3.76 -0.21
C -1.17 0.52 -2.60 0.67
O -0.11 -0.09 -2.50 -0.64
N -2.05 0.52 -1.54 -0.61
C -1.79 -0.07 -0.25 -0.24
C -1.30 0.90 0.82 -0.19
C -0.81 2.21 0.57 0.42
F -0.74 2.76 -0.67 -0.32
C -0.37 3.00 1.63 -0.32
C -0.39 2.53 2.94 -0.06
Br 0.20 3.65 4.37 0.08
C -0.86 1.24 3.19 -0.32
C -1.32 0.44 2.15 0.48
F -1.79 -0.80 2.43 -0.33
H -4.47 3.60 -1.24 0.51
H -5.77 0.73 -3.27 0.23
H -5.44 1.76 -4.66 0.22
H -3.86 2.69 -5.76 0.23
H 0.33 3.44 -5.87 0.23
H 0.68 1.87 -3.98 0.25
H -2.84 1.16 -1.64 0.42
H -2.72 -0.53 0.10 0.22
H -1.06 -0.88 -0.34 0.24
H 0.00 4.00 1.43 0.24
H -0.86 0.86 4.20 0.26
C 5.73 -3.19 2.93 -0.41
N 4.40 -3.15 2.33 -0.61
C 3.31 -2.72 2.98 0.65
O 3.35 -2.35 4.14 -0.61
C 1.99 -2.69 2.16 -0.10
C 1.75 -1.35 1.43 -0.40
C 2.88 -0.87 0.51 -0.21
C 3.05 -1.79 -0.71 -0.61
C 2.58 0.54 0.01 -0.60
N 0.79 -3.10 2.91 -0.62
C 0.25 -2.50 3.97 0.69
C -0.88 -3.26 4.64 -0.71
O 0.56 -1.40 4.40 -0.62
H 6.42 -3.75 2.30 0.20
H 5.68 -3.67 3.92 0.22
H 6.11 -2.17 3.06 0.20
H 4.31 -3.42 1.37 0.39
H 2.11 -3.44 1.38 0.20
H 0.83 -1.42 0.85 0.20
H 1.60 -0.58 2.19 0.24
H 3.82 -0.84 1.06 0.19
H 3.83 -1.39 -1.36 0.21
H 2.11 -1.83 -1.27 0.22
H 3.33 -2.79 -0.41 0.18
H 2.48 1.21 0.86 0.21
H 1.66 0.55 -0.56 0.22
H 3.40 0.89 -0.62 0.21
H 0.39 -3.99 2.66 0.39
H -1.27 -2.66 5.46 0.24
H -1.67 -3.45 3.91 0.22
H -0.49 -4.20 5.03 0.22
```

---

DFT (ωB97M-V with the def2-TZVPD basis set) results for a cluster of 2 separate species, C7H12 in total.

The HOMO-LUMO gap (alpha / beta) is 7.3 / 8.1 eV. As for the charge: 0. Its energy above the lowest of the compared OMol25 structures with the same formula, charge and spin is 5.977 eV.

Geometry as XYZ:
```
19
Properties=species:S:1:pos:R:3:nbo_charge:R:1
C 0.98 -1.03 2.58 -0.30
C 1.45 -1.29 1.27 -0.48
C 0.43 -0.43 0.32 -0.34
C 0.82 -0.62 -1.20 -0.49
C -0.14 0.19 -1.87 0.07
C -1.09 0.99 -1.97 -0.09
C -2.12 1.85 -2.04 -0.42
H 1.31 -0.16 3.14 0.18
H -1.85 1.47 1.00 -0.01
H 0.20 -1.64 3.02 0.18
H 2.45 -0.89 1.05 0.21
H 1.37 -2.32 0.93 0.21
H 0.50 0.62 0.59 0.21
H -0.59 -0.78 0.49 0.21
H 1.85 -0.30 -1.34 0.23
H 0.74 -1.69 -1.45 0.23
H -2.04 1.66 0.29 0.00
H -3.14 1.50 -2.11 0.21
H -1.96 2.92 -2.01 0.21
```

---

- Number 2 is which compound?
  C40H116N6O21